{
  "formula": "C29H65IN2O9PS7",
  "method": "the ωB97M-V functional and the def2-TZVPD basis",
  "homo_lumo_gap_ev": 6.38,
  "total_charge": -1,
  "homo_energy_ev": -4.8,
  "lumo_ha": 0.0591,
  "largest_force_ev_per_a": 9.00,
  "symbols": ["C", "C", "P", "C", "N", "N", "C", "C", "O", "I", "C", "C", "C", "O", "C", "C", "C", "C", "C", "C", "C", "H", "H", "H", "H", "H", "H", "H", "H", "H", "H", "H", "H", "H", "H", "H", "H", "H", "H", "H", "H", "H", "H", "H", "C", "S", "O", "C", "H", "H", "H", "H", "H", "H", "C", "S", "O", "C", "H", "H", "H", "H", "H", "H", "C", "S", "O", "C", "H", "H", "H", "H", "H", "H", "C", "S", "O", "C", "H", "H", "H", "H", "H", "H", "C", "S", "O", "C", "H", "H", "H", "H", "H", "H", "C", "S", "O", "C", "H", "H", "H", "H", "H", "H", "C", "S", "O", "C", "H", "H", "H", "H", "H", "H"],
  "positions_angstrom": [[-2.8772, 0.5647, 2.1255], [-2.6862, -0.3931, 1.2249], [-1.9224, -1.8036, 0.1834], [-0.1714, -1.5975, 0.9855], [-3.5721, -2.0358, -0.5537], [-2.3012, -2.9192, 1.5546], [-1.3645, -3.3551, -0.8216], [-2.2829, -3.6949, -2.0907], [-2.1886, -3.1360, -3.2411], [-3.8655, -5.2518, -1.9833], [-1.5053, -0.6997, -1.3011], [-0.8299, 0.7237, -1.0118], [0.6390, 0.7082, -1.7514], [-1.5943, 1.7406, -1.7440], [-2.5941, 2.3765, -0.9157], [-4.0833, 1.7458, -1.1605], [-4.4915, 1.1852, -2.5990], [-5.8806, 0.5352, -2.9190], [-6.9653, 0.4190, -1.7763], [-6.6246, 1.0028, -0.3377], [-5.1971, 1.6557, -0.0576], [-3.0443, 1.4903, 2.7858], [0.2284, -2.6015, 1.4269], [0.6383, -1.2933, 0.2019], [-0.2158, -0.7727, 1.8023], [-4.0599, -2.8381, -0.1251], [-4.1228, -1.1783, -0.3556], [-3.2751, -2.7613, 1.9064], [-1.7234, -2.6855, 2.3955], [-1.4364, -4.2769, -0.1130], [-0.2549, -3.2928, -1.1350], [-0.7944, -1.3105, -1.9941], [-2.4680, -0.5519, -1.9394], [-0.6070, 0.9841, 0.0796], [0.6009, 0.2151, -2.7857], [0.9085, 1.8323, -1.9153], [1.4572, 0.2929, -1.0611], [-2.6838, 3.4735, -1.3075], [-2.3235, 2.4656, 0.1955], [-3.7106, 1.2246, -3.4388], [-6.1029, 0.1173, -3.9687], [-7.9815, -0.0760, -1.9639], [-7.3765, 0.9658, 0.5439], [-4.9411, 2.0725, 0.9797], [2.1958, 3.0407, -4.6517], [2.7590, 1.3256, -4.7300], [2.8698, 0.8265, -3.3265], [4.4293, 1.7053, -5.3040], [1.1715, 3.0518, -4.2754], [2.8361, 3.6132, -3.9776], [2.2178, 3.4773, -5.6522], [4.9294, 2.3616, -4.5888], [4.3787, 2.1861, -6.2830], [4.9868, 0.7707, -5.3891], [1.8532, 2.6642, 3.7126], [0.7426, 3.6551, 2.6886], [-0.5689, 2.9393, 2.6273], [1.6030, 3.3446, 1.1305], [1.4849, 2.6802, 4.7394], [1.8741, 1.6341, 3.3508], [2.8563, 3.0937, 3.6824], [1.6395, 2.2714, 0.9316], [2.6147, 3.7512, 1.1858], [1.0564, 3.8431, 0.3282], [-2.7699, -6.7588, 1.7884], [-4.2241, -7.0153, 2.8272], [-3.8266, -6.7188, 4.2384], [-4.2672, -8.8124, 2.6427], [-2.5283, -5.6934, 1.7856], [-1.9230, -7.3216, 2.1867], [-2.9891, -7.0817, 0.7683], [-3.3260, -9.2453, 2.9876], [-4.4364, -9.0671, 1.5947], [-5.0882, -9.2028, 3.2465], [0.9474, 6.8045, 7.3943], [1.2492, 5.2905, 6.4556], [1.7842, 5.6919, 5.1177], [-0.4911, 4.8583, 6.2365], [1.9077, 7.2738, 7.6130], [0.3335, 7.4908, 6.8078], [0.4444, 6.5579, 8.3314], [-1.0142, 5.6670, 5.7226], [-0.9467, 4.6759, 7.2117], [-0.5495, 3.9495, 5.6348], [6.5422, -2.2122, -2.3311], [6.8061, -1.0146, -3.6559], [6.5701, -1.7206, -4.9538], [8.5935, -0.8800, -3.4289], [5.4841, -2.4772, -2.3094], [7.1366, -3.1087, -2.5144], [6.8220, -1.7658, -1.3753], [9.0590, -1.8609, -3.5442], [8.8055, -0.4778, -2.4364], [8.9883, -0.2004, -4.1860], [7.5685, -6.7419, -0.2609], [8.5786, -5.3491, 0.2900], [7.8994, -4.0968, -0.1625], [9.9530, -5.6592, -0.8407], [6.6274, -6.7265, 0.2906], [7.3640, -6.6547, -1.3297], [8.0932, -7.6767, -0.0537], [9.5982, -5.6400, -1.8731], [10.3990, -6.6296, -0.6146], [10.7001, -4.8766, -0.6997], [-7.2932, 7.1041, -0.1239], [-6.7391, 5.3851, -0.1947], [-6.6378, 4.8893, 1.2116], [-5.0648, 5.7539, -0.7617], [-8.3190, 7.1222, 0.2474], [-6.6530, 7.6751, 0.5515], [-7.2641, 7.5377, -1.1255], [-4.5646, 6.4095, -0.0458], [-5.1090, 6.2320, -1.7422], [-4.5128, 4.8158, -0.8414]],
  "lowdin_charge": [-0.02, -0.21, 0.39, -0.23, -0.16, -0.19, -0.29, -0.74, -0.13, 0.62, -0.22, -0.35, -0.09, -0.19, -0.18, -0.12, -0.03, -0.08, -0.09, -0.07, -0.05, 0.03, 0.05, 0.04, 0.05, -0.01, 0.02, 0.04, 0.03, 0.06, 0.09, 0.09, 0.09, 0.12, 0.08, 0.07, 0.07, 0.11, 0.11, 0.09, 0.08, 0.07, 0.08, 0.08, -0.27, 0.82, -0.56, -0.27, 0.05, 0.06, 0.05, 0.06, 0.05, 0.02, -0.27, 0.79, -0.57, -0.26, 0.03, 0.06, 0.06, 0.05, 0.05, 0.05, -0.28, 0.80, -0.57, -0.29, 0.02, 0.06, 0.02, 0.05, 0.05, 0.04, -0.28, 0.79, -0.57, -0.26, 0.05, 0.06, 0.05, 0.06, 0.05, 0.04, -0.27, 0.79, -0.56, -0.28, 0.06, 0.04, 0.05, 0.05, 0.05, 0.04, -0.27, 0.82, -0.56, -0.28, 0.05, 0.06, 0.05, 0.06, 0.05, 0.05, -0.28, 0.80, -0.56, -0.26, 0.04, 0.05, 0.05, 0.06, 0.05, 0.02]
}